Computed, not measured: the molecule C2H2Br3OP at a distorted geometry, with ωB97M-V/def2-TZVPD.

Last column: Mulliken charge in e.
Geometry (Å):
O: -1.6322 1.1837 -1.2937  -0.45
C: -0.9733 1.1296 -0.2801  0.44
Br: -1.3315 2.1848 1.2324  -0.08
C: 0.4001 0.2521 -0.2731  -0.61
P: -0.1233 -1.5252 -0.0291  0.25
Br: 1.8604 -2.4908 -0.4593  -0.19
Br: -0.1004 -1.7716 2.0977  -0.11
H: 1.1724 0.8509 0.3261  0.45
H: 0.7277 0.1866 -1.3208  0.30

Cartesian forces (eV/Å) of the 6 atoms listed first:
O 0.6923 -0.0869 2.1020
C 1.2162 -1.1217 -3.2985
Br -0.1158 0.1452 0.5802
C -0.9805 1.7212 0.6038
P 0.6840 0.3230 -0.8216
Br -0.0719 0.1003 -0.2230

Properties
SMILES string = O=C(Br)CP(Br)Br
Relative energy (zero: lowest compared OMol25 entry of this formula, charge and spin) = 1.0 kcal per mole
Multiplicity = 1
LUMO energy = -0.0117 Eh
HOMO-LUMO gap = 9.5765 eV
HOMO = -9.896 eV
E_tot = -223570.859 eV

---

Computed, not measured: a cluster of 3 separate species, C25H36FI2NO5 in total at a distorted geometry, with ωB97M-V/def2-TZVPD.

Last column: Mulliken charge in e.
Geometry (Å):
C: 2.3639 5.9645 2.4614  -0.23
C: 2.5617 5.2963 1.4522  -1.04
C: 2.6190 4.0557 0.5238  0.79
C: 1.3509 3.7592 -0.2732  -0.25
O: 0.1993 4.5585 -0.2132  -0.54
C: 1.3938 2.5503 -1.1356  0.27
C: 2.6112 1.6566 -1.2220  0.95
C: 3.8721 1.9421 -0.4847  0.52
C: 5.1399 1.0182 -0.6284  -1.13
C: 5.0274 -0.3811 0.1178  0.69
C: 5.6194 -1.4984 -0.8679  -1.30
F: 5.9137 -0.3885 1.2625  -0.37
C: 3.8597 3.1823 0.4066  0.33
C: 5.1199 3.6254 1.2465  -1.24
C: 5.3978 2.7038 2.5199  -0.14
C: 4.4983 3.0501 3.7780  -1.08
I: 5.0074 4.9874 4.6620  -0.03
C: 2.2496 0.4477 -2.2064  -0.03
O: 2.9945 -0.3614 -2.7188  -0.57
N: 0.8339 0.6266 -2.3469  0.36
C: -0.0506 -0.5606 -2.2615  -0.98
C: -0.1833 -1.1874 -0.8116  -0.32
C: -0.9194 -0.2709 0.2643  -1.00
I: -2.7507 0.6579 -0.4261  -0.02
C: 0.2839 1.9336 -2.1054  -0.22
O: -0.7121 2.4670 -2.5372  -0.54
H: 2.1697 6.6226 3.3483  0.38
H: 0.2512 5.1224 -1.0161  0.34
H: 6.0064 1.5722 -0.1339  0.31
H: 5.4086 0.8869 -1.7248  0.54
H: 3.9796 -0.6172 0.4624  0.18
H: 5.3301 -2.5327 -0.5262  0.33
H: 5.3135 -1.2874 -1.9368  0.29
H: 6.7529 -1.3690 -0.8359  0.37
H: 6.0153 3.5741 0.5383  0.39
H: 5.0805 4.6932 1.6130  0.52
H: 6.4863 2.7781 2.8425  0.32
H: 5.1549 1.6361 2.2201  0.05
H: 4.7278 2.2708 4.5713  0.52
H: 3.3967 2.9664 3.5320  0.35
H: 0.3778 -1.3828 -2.9289  0.28
H: -1.0547 -0.2997 -2.7343  0.44
H: -0.8360 -2.1179 -0.9279  0.37
H: 0.8142 -1.5071 -0.3829  0.24
H: -1.2198 -0.9663 1.1173  0.54
H: -0.1942 0.4686 0.7402  0.39
C: -4.6517 -2.0058 -3.6261  -1.19
C: -5.6260 -2.4336 -2.5394  0.38
C: -6.8676 -1.5556 -2.5319  -1.30
O: -4.9829 -2.3575 -1.2685  -0.29
H: -4.3138 -0.9773 -3.4636  0.27
H: -3.7601 -2.6378 -3.6124  0.29
H: -5.1104 -2.0698 -4.6156  0.40
H: -5.9146 -3.4763 -2.6947  0.26
H: -6.6054 -0.5119 -2.3323  0.31
H: -7.5528 -1.8671 -1.7398  0.32
H: -7.3929 -1.6062 -3.4886  0.40
H: -4.7231 -1.4372 -1.1212  0.10
C: -4.8249 -5.1916 2.0518  -1.15
C: -4.7233 -3.8152 2.6904  0.36
C: -5.9752 -2.9916 2.4311  -0.97
O: -3.5878 -3.1307 2.1655  -0.52
H: -4.9342 -5.1098 0.9659  0.24
H: -3.9149 -5.7681 2.2361  0.31
H: -5.6778 -5.7487 2.4472  0.38
H: -4.5690 -3.9203 3.7673  0.27
H: -6.1230 -2.8357 1.3579  0.09
H: -5.8841 -2.0019 2.8856  0.29
H: -6.8626 -3.4830 2.8379  0.39
H: -3.7151 -3.0325 1.2115  0.32

Cartesian forces (eV/Å) of the 6 atoms listed first:
C 0.0438 0.0488 -0.7090
C -0.3601 -1.9841 0.5644
C -0.3714 -0.4765 -0.9452
C 2.4140 -2.1143 -0.6616
O 1.9244 -0.4234 -0.6351
C 1.7492 0.3034 0.8001

Properties
SMILES string = C#Cc1c(O)c2c(c(C[C@@H](C)F)c1CCCI)C(=O)N(CCCI)C2=O.CC(C)O.CC(C)O
Relative energy (zero: lowest compared OMol25 entry of this formula, charge and spin) = 97.7 kcal per mole
Multiplicity = 1
LUMO energy = -0.0325 Eh
HOMO-LUMO gap = 8.1621 eV
HOMO = -9.046 eV
E_tot = -57150.468 eV

---

Computed, not measured: a cluster of 2 separate species, C2H4O4 in total at a distorted geometry, with ωB97M-V/def2-TZVPD.

Last column: Mulliken charge in e.
Geometry (Å):
O: 0.9526 0.3549 -2.8380  -0.45
C: 2.1391 0.3881 -2.5389  0.32
O: 2.6440 1.0375 -1.4424  -0.42
H: 2.9946 -0.0565 -3.0849  0.19
H: 3.6287 0.9108 -1.3627  0.36
O: -3.9088 -0.9393 1.5671  -0.46
C: -2.8588 -0.7136 2.1812  0.32
O: -1.8717 0.1632 1.8506  -0.39
H: -2.5566 -1.2108 3.1242  0.17
H: -1.1631 0.0657 2.5438  0.36

Cartesian forces (eV/Å) of the 6 atoms listed first:
O 3.2637 0.1488 0.9611
C -1.4374 0.2915 -0.1017
O 0.3127 -0.3017 -0.1463
H -0.6401 -0.2174 -0.3542
H -1.4892 0.0777 -0.3584
O 3.6388 1.1362 1.6987

Properties
SMILES string = O=CO.O=CO
Relative energy (zero: lowest compared OMol25 entry of this formula, charge and spin) = 28.5 kcal per mole
Multiplicity = 1
LUMO energy = 0.0129 Eh
HOMO-LUMO gap = 11.1372 eV
HOMO = -10.786 eV
E_tot = -10328.162 eV

---

Computed, not measured: a cluster of 3 separate species, C6H8F4NO12S3 in total at a distorted geometry, with ωB97M-V/def2-TZVPD.

Last column: Mulliken charge in e.
Geometry (Å):
O: 0.6644 0.2322 2.5647  -0.66
C: 0.6929 1.4403 2.2973  0.52
O: 0.3602 2.3529 3.0636  -0.73
N: 1.1211 1.8924 0.8795  0.03
C: 0.2789 1.3032 -0.1334  0.80
F: -0.9752 1.5734 0.2721  -0.26
F: 0.4268 1.8718 -1.3293  -0.24
F: 0.3655 -0.0299 -0.2323  -0.23
S: 2.7521 1.6249 0.6232  1.13
O: 3.4123 2.8388 0.9762  -0.68
O: 3.0373 1.1837 -0.7011  -0.45
F: 3.2876 0.5420 1.6245  -0.23
C: -2.9615 1.1216 3.6561  -0.27
C: -3.3410 -0.3391 3.5538  -0.32
O: -4.4550 -0.3665 2.6387  -0.35
S: -4.2668 0.8116 1.5606  1.11
O: -3.6923 0.2586 0.3886  -0.50
O: -5.4592 1.5845 1.5238  -0.58
O: -3.1344 1.6286 2.3327  -0.23
H: -3.6371 1.6644 4.3228  0.26
H: -1.9325 1.2650 3.9853  0.28
H: -3.6240 -0.7664 4.5124  0.31
H: -2.5303 -0.9263 3.1178  0.29
C: 3.0226 -2.6743 -4.1802  -0.36
C: 1.6364 -3.0755 -3.7204  -0.36
O: 1.1998 -1.9964 -2.8977  -0.31
S: 1.8211 -0.6115 -3.4435  1.06
O: 0.8526 0.0239 -4.2652  -0.61
O: 2.4632 0.0492 -2.3651  -0.26
O: 2.9412 -1.2692 -4.4128  -0.34
H: 3.7665 -2.8501 -3.3992  0.27
H: 3.3230 -3.1915 -5.0891  0.31
H: 1.6354 -4.0063 -3.1585  0.30
H: 0.9480 -3.1601 -4.5658  0.29

Cartesian forces (eV/Å) of the 6 atoms listed first:
O 0.4782 0.0727 -1.5362
C -1.6972 -0.2207 3.4436
O 0.4660 0.5093 -1.2546
N 1.3860 -1.7369 -0.5396
C -0.9612 0.1734 1.0140
F -0.0407 -0.0634 -0.2174

Properties
Net charge = -1
Multiplicity = 1
LUMO energy = 0.0824 Eh
HOMO-LUMO gap = 7.8238 eV
HOMO = -5.583 eV
E_tot = -75787.066 eV

---

> Which of these has the lowest HOMO-LUMO gap?

C6H8F4NO12S3

---

> What is the E_tot in the fourth record?

-75787.066 eV

---

> The highest E_tot belongs to which entry?

C2H4O4

---

> The highest E_tot belongs to which entry?

C2H4O4